Record 1
The following is a quantum chemistry calculation of an isolated molecule of C9H10N2O, from the OMol25 dataset.

```
22
Properties=species:S:1:pos:R:3:forces:R:3:nbo_charge:R:1
C 1.98124 0.38660 2.84808 -0.031 0.051 0.046 -0.202
C 2.32586 -0.26142 1.67222 0.162 -0.069 0.036 -0.209
C 0.70292 0.90495 2.99564 0.124 0.093 0.120 -0.213
C 1.40827 -0.42123 0.65531 -0.150 0.050 -0.170 -0.248
C -0.21652 0.77332 1.97840 0.050 -0.054 -0.263 -0.196
C 0.10762 0.09297 0.79005 0.467 0.064 0.570 0.179
C -1.37717 1.26013 -2.30715 -0.455 -0.378 -0.908 -0.062
C -1.72718 -0.19360 -2.33196 0.112 -0.135 0.389 -0.427
C -0.83894 -0.85466 -1.26681 0.118 -0.287 -0.273 -0.243
N -0.90640 -0.02520 -0.11032 -0.925 1.259 -1.049 -0.381
N -0.88917 1.70995 -1.23958 0.744 -0.997 1.683 0.231
O -0.45675 2.70764 -0.72109 -0.197 0.063 -0.152 -0.349
H 2.70634 0.48215 3.64264 0.045 0.034 0.060 0.213
H 3.32900 -0.64509 1.55118 0.043 -0.084 -0.010 0.212
H 0.42602 1.41053 3.91034 -0.012 0.036 0.026 0.215
H 1.70400 -0.95528 -0.23499 -0.026 -0.015 -0.099 0.209
H -1.21424 1.16909 2.07254 -0.152 0.028 0.001 0.224
H -1.55736 1.89343 -3.16631 0.086 0.291 0.099 0.214
H -2.77964 -0.31440 -2.06282 -0.028 -0.056 -0.039 0.222
H -1.57535 -0.63225 -3.31740 0.039 0.038 0.004 0.222
H -1.25194 -1.83564 -1.00416 0.052 0.010 -0.068 0.217
H 0.17260 -1.00593 -1.67089 -0.066 0.059 -0.004 0.170
```
Forces are in eV/Å.

Its HOMO energy (spin up / spin down) is -8.11 / -7.90 eV. The calculation puts the maximum force at 2.1 eV/Å. Its calculated total energy is -14518.882 eV. The calculation puts the HOMO-LUMO gap (spin up / spin down) at 7.6031 / 7.7264 eV.


Record 2
The following is a quantum chemistry calculation of an isolated molecule of C9H10N2O2, from the OMol25 dataset.

```
23
Properties=species:S:1:pos:R:3:forces:R:3:nbo_charge:R:1
C 3.02118 -0.26541 -0.44671 1.006 3.046 3.442 -0.647
C 1.81827 -0.24301 0.42620 -3.106 -0.558 2.105 0.291
C 1.82946 -0.51118 1.79020 -1.098 0.707 -1.924 -0.268
N 0.70904 -0.77750 2.66878 0.555 -0.300 -0.767 0.523
O 0.99907 -1.08511 3.80388 0.547 0.008 0.959 -0.412
O -0.42499 -0.77867 2.26512 -1.029 0.137 -0.479 -0.402
N 0.63896 -0.13416 -0.30174 0.992 0.298 -0.428 -0.605
C -0.74857 0.06638 -0.09696 -1.119 -1.371 -0.192 0.206
C -1.55536 -1.07701 -0.55335 2.983 0.740 0.961 -0.227
C -2.86422 -1.06698 -0.23448 1.559 3.893 -0.242 -0.187
C -3.46442 0.16770 0.10002 -1.682 -1.022 0.228 -0.234
C -2.72120 1.31021 0.33993 0.930 0.144 0.790 -0.194
C -1.31325 1.23776 0.41260 -1.615 -3.989 -2.367 -0.232
H 2.91615 0.47920 -1.19676 -0.154 0.324 -0.955 0.231
H 3.88505 0.11727 0.21594 -0.920 -1.318 -1.234 0.241
H 3.03807 -1.23270 -0.77867 1.028 -2.386 -1.207 0.234
H 2.65362 -0.69770 2.38054 2.076 0.075 0.530 0.224
H 0.71558 -0.48252 -1.23950 0.668 0.119 -0.346 0.387
H -1.02101 -2.00650 -0.93831 -0.735 1.382 0.632 0.210
H -3.38906 -1.90595 -0.34795 -2.395 -3.045 -0.458 0.204
H -4.57704 0.00195 0.15682 1.138 1.293 0.137 0.222
H -3.02789 2.31926 0.58979 -1.117 -0.353 -0.015 0.221
H -0.71880 1.99478 0.73715 1.488 2.178 0.830 0.214
```
Forces are in eV/Å.

Its structure (SMILES) is C/C(=C/[N+](=O)[O-])Nc1ccccc1. Its HOMO energy is -8.23 eV. The calculation puts the maximum force at 4.9 eV/Å. Its calculated total energy is -16565.318 eV. The calculation puts the HOMO-LUMO gap at 8.4977 eV.


Record 3
The following is a quantum chemistry calculation of an isolated molecule of C9H10N2OS, from the OMol25 dataset.

```
23
Properties=species:S:1:pos:R:3:forces:R:3:nbo_charge:R:1
H -1.76036 3.64819 -0.00670 -0.470 -0.773 0.382 0.347
N -1.94029 2.62634 -0.00379 -0.162 0.961 -0.752 -0.734
C -0.82092 2.03640 -0.05442 -0.367 -1.729 -0.040 0.283
S 0.71608 2.74744 0.31312 1.285 -0.905 -0.052 0.313
C 1.50811 1.14051 0.18986 1.932 0.374 0.133 -0.185
C 2.88711 0.85344 0.25911 -0.770 -1.449 0.353 -0.203
C 3.27470 -0.52019 0.15650 1.173 1.705 -0.563 -0.238
C 2.37803 -1.50129 -0.17649 -1.317 -0.580 -0.100 -0.204
C 1.00820 -1.19613 -0.37324 0.550 -0.978 0.639 -0.241
C 0.60601 0.12344 -0.10315 -0.992 -0.146 -1.267 0.148
N -0.67658 0.65696 -0.33479 -0.373 0.478 0.999 -0.421
C -1.77629 -0.17303 -0.78845 -1.179 0.086 -0.820 -0.231
C -2.60961 -0.88852 0.29035 1.669 0.850 1.303 -0.075
O -1.70664 -1.79689 0.95179 0.128 0.112 -1.077 -0.749
H 3.66365 1.58736 0.45239 -0.344 0.095 -0.065 0.224
H 4.35754 -0.75245 0.14532 -0.788 0.151 0.352 0.216
H 2.69759 -2.55544 -0.26308 -0.137 0.772 -0.084 0.218
H 0.35069 -2.08545 -0.61246 0.487 1.687 0.349 0.246
H -1.28806 -0.90405 -1.45407 -0.644 0.181 -0.015 0.210
H -2.53676 0.46632 -1.33208 1.178 -0.534 0.269 0.237
H -3.48063 -1.41570 -0.08268 -0.093 0.046 -0.370 0.178
H -2.90418 -0.07869 0.98644 -0.221 -0.484 -0.181 0.182
H -1.94741 -2.01859 1.84051 -0.547 0.079 0.603 0.478
```
Forces are in eV/Å.

Its structure (SMILES) is [H]/N=c1\sc2ccccc2n1CCO. Its HOMO energy is -7.95 eV. The calculation puts the maximum force at 2.3 eV/Å. Its calculated total energy is -25357.782 eV. The calculation puts the HOMO-LUMO gap at 8.7528 eV.


Record 4
The following is a quantum chemistry calculation of an isolated molecule of C9H10N2S, from the OMol25 dataset.

```
22
Properties=species:S:1:pos:R:3:forces:R:3:nbo_charge:R:1
C 0.79458 1.46186 -0.48930 -0.069 -0.365 0.271 0.274
C -3.04712 -0.86231 -1.06097 0.638 1.639 2.708 0.209
C -0.27781 0.65559 -0.04116 -1.834 1.833 -1.740 -0.169
C -2.65707 -0.03203 0.01446 1.791 1.032 -3.026 -0.475
C -1.51617 1.01674 -0.43467 -1.771 -2.160 1.343 0.146
C -2.09369 2.23277 -1.11624 -1.389 -1.088 2.441 -0.649
C 0.63300 -0.28310 2.11522 -6.359 -0.224 -0.366 -0.585
C 1.07190 -1.45857 -0.02856 -0.054 -3.469 0.407 -0.612
C 0.04736 -0.53903 0.68346 1.323 -3.645 1.248 -0.245
N 1.73725 1.98940 -0.84834 1.130 0.910 -0.469 -0.291
N -3.26841 -1.58621 -1.90591 -0.663 -1.726 -2.222 -0.290
S -3.51530 0.18134 1.38151 -0.781 0.278 1.511 0.436
H -2.88942 1.96616 -1.85152 0.543 0.149 0.745 0.244
H -1.29932 2.70173 -1.60921 0.948 1.460 -0.547 0.239
H -2.54984 2.77006 -0.17202 0.748 -0.251 -2.307 0.240
H 1.51969 0.19105 2.30168 2.114 1.555 -0.161 0.221
H 0.64968 -1.26420 2.50135 0.343 -1.082 0.896 0.216
H -0.32051 0.20973 2.60614 2.293 -0.464 -0.163 0.195
H 2.10500 -1.11663 -0.10197 -0.178 0.284 0.181 0.222
H 0.76174 -1.80931 -1.00594 -0.217 0.656 -0.584 0.221
H 1.11430 -2.59831 0.45087 -0.056 3.132 -0.402 0.212
H -0.88858 -1.22752 0.76029 1.498 1.545 0.236 0.242
```
Forces are in eV/Å.

The expectation value of S² is 2.010. Its HOMO energy (spin up / spin down) is -8.26 / -10.10 eV. The spin multiplicity is 3. The calculation puts the maximum force at 6.4 eV/Å. Its calculated total energy is -23305.528 eV. The calculation puts the HOMO-LUMO gap (spin up / spin down) at 8.5139 / 6.6309 eV.


Record 5
The following is a quantum chemistry calculation of a structure of composition C9H10N2V, from the OMol25 dataset.

```
22
Properties=species:S:1:pos:R:3:forces:R:3:nbo_charge:R:1
C 0.07684 -1.32991 -1.88774 -0.249 -1.305 -0.653 -0.360
C -1.24569 -1.36130 -1.32482 0.409 -1.341 -0.323 -0.300
C -1.17809 -2.07201 -0.08123 -0.066 -0.282 -0.547 -0.355
C 0.18703 -2.42219 0.15944 0.127 -0.055 -0.629 -0.318
C 0.97578 -1.93745 -0.93805 -0.722 -0.985 -0.480 -0.350
V 0.05655 -0.18096 -0.10926 -1.656 -0.511 1.895 0.508
C -0.96457 1.53454 -1.01386 0.219 0.126 0.533 -0.866
C 0.39597 1.88919 -1.50914 2.048 -1.256 1.307 0.248
C 0.75420 2.76368 -2.49005 -0.262 0.141 -0.429 -0.739
N 1.32867 1.04454 -0.80769 -0.134 3.296 -1.297 -0.879
H -2.03352 -2.33535 0.53727 0.278 0.244 0.032 0.205
H -2.14847 -0.97150 -1.78686 0.277 -0.046 0.149 0.214
H 0.56530 -3.00417 0.99667 -0.097 0.357 -0.037 0.206
H 2.04451 -2.08771 -1.07586 -0.244 0.124 0.082 0.204
H 0.34052 -0.97003 -2.88011 -0.007 0.224 0.382 0.214
H -1.75579 1.46403 -1.76290 0.013 0.285 -0.031 0.166
H 2.32086 1.15132 -0.98060 -0.207 0.340 -0.278 0.325
H -1.26590 2.04963 -0.08633 0.097 0.121 -0.462 0.209
H -0.02809 3.28313 -3.03880 0.187 0.185 0.058 0.165
H 1.80088 2.91302 -2.74953 -0.074 -0.058 -0.192 0.154
N -0.13516 0.40044 3.10381 -0.073 -0.242 -0.438 -0.684
C -0.09162 0.17893 1.95206 0.135 0.639 1.357 0.034
```
Forces are in eV/Å.

As for the total charge: -2. The expectation value of S² is 3.770. Its HOMO energy (spin up / spin down) is 2.27 / 0.68 eV. The spin multiplicity is 4. The calculation puts the maximum force at 3.5 eV/Å. Its calculated total energy is -38159.352 eV. The calculation puts the HOMO-LUMO gap (spin up / spin down) at 3.8752 / 5.4057 eV.